Here is a molecular structure, H2IN3 in a non-equilibrium geometry from the OMol25 dataset. Energies are from ωB97M-V/def2-TZVPD.

Positions of all 6 atoms, in Å:
N: -0.75 -0.82 -0.26
N: -2.28 1.48 0.11
N: 0.00 -0.01 -0.69
I: -3.33 -0.13 0.00
H: -2.94 2.13 0.30
H: 0.54 0.72 -0.21

Output
Net charge = 0
HOMO-LUMO gap (alpha / beta) = 0.3466 / 0.2439 Ha
Molecular weight = 170.94 g mol⁻¹
Energy above the lowest of the compared OMol25 structures with the same formula, charge and spin = 62.9 kcal per mole

=====

Here is a molecular structure, C2H7N5O in a non-equilibrium geometry from the OMol25 dataset. Energies are from ωB97M-V/def2-TZVPD.

Positions of all 15 atoms, in Å:
C: 1.53 -0.09 -0.17
C: -1.85 0.08 -0.08
H: 3.86 -0.36 0.08
H: 3.47 1.54 -0.14
H: 0.52 -1.37 -0.41
H: 0.64 0.54 1.46
H: -2.78 -1.40 0.59
H: -3.92 -0.25 -0.18
H: -0.87 1.71 -0.75
N: 2.84 0.49 0.09
N: 1.51 -1.30 -0.74
N: 0.49 0.26 0.44
N: -3.00 -0.63 0.03
N: -1.90 1.32 -0.57
O: -0.56 -0.54 0.34

Output
Net charge = 0
HOMO-LUMO gap = 0.3420 Ha
Molecular weight = 117.11 g mol⁻¹
Energy above the lowest of the compared OMol25 structures with the same formula, charge and spin = 149.6 kcal per mole

=====

Here is a molecular structure, C14H15Cl3F5N4OsS from the OMol25 dataset. Energies are from ωB97M-V/def2-TZVPD.

Positions of all 43 atoms, in Å:
Os: 0.11 -0.22 0.14
C: 0.88 2.06 1.93
C: 0.79 0.78 2.76
N: 1.19 -0.39 1.91
C: 2.69 -0.42 1.69
C: 3.02 -0.73 0.25
N: 2.12 0.10 -0.63
C: 2.49 1.55 -0.65
C: 1.24 2.40 -0.53
N: 0.35 1.84 0.53
H: 1.90 2.41 1.86
H: 0.31 2.85 2.42
H: -0.22 0.60 3.12
H: 1.45 0.84 3.63
H: 0.94 -1.24 2.41
H: 3.14 -1.14 2.37
H: 3.07 0.56 1.97
H: 2.84 -1.77 0.02
H: 4.07 -0.51 0.04
H: 2.21 -0.26 -1.58
H: 3.02 1.80 -1.57
H: 3.19 1.75 0.16
H: 0.67 2.40 -1.46
H: 1.50 3.44 -0.30
H: -0.54 2.33 0.45
F: -5.59 1.10 -3.17
C: -4.78 0.76 -2.23
C: -3.40 0.63 -2.55
F: -3.00 0.84 -3.78
C: -2.55 0.28 -1.55
F: -1.23 0.10 -1.82
C: -2.99 0.05 -0.23
S: -1.89 -0.45 0.97
C: -4.37 0.17 0.05
F: -4.80 -0.06 1.26
C: -5.26 0.53 -0.94
F: -6.54 0.66 -0.70
Cl: -0.61 -5.61 -0.48
C: 0.71 -4.68 -1.16
Cl: 2.27 -5.15 -0.49
Cl: 0.72 -4.70 -2.92
C: 0.50 -3.28 -0.75
N: 0.36 -2.18 -0.42

Output
Net charge = +3
HOMO-LUMO gap (alpha / beta) = 0.2228 / 0.2228 Ha
Molecular weight = 662.95 g mol⁻¹
Energy above the lowest of the compared OMol25 structures with the same formula, charge and spin = 0.0 kcal per mole

=====

Copy entry 3 word for word.
Here is a molecular structure, C14H15Cl3F5N4OsS from the OMol25 dataset. Energies are from ωB97M-V/def2-TZVPD.

Positions of all 43 atoms, in Å:
Os: 0.11 -0.22 0.14
C: 0.88 2.06 1.93
C: 0.79 0.78 2.76
N: 1.19 -0.39 1.91
C: 2.69 -0.42 1.69
C: 3.02 -0.73 0.25
N: 2.12 0.10 -0.63
C: 2.49 1.55 -0.65
C: 1.24 2.40 -0.53
N: 0.35 1.84 0.53
H: 1.90 2.41 1.86
H: 0.31 2.85 2.42
H: -0.22 0.60 3.12
H: 1.45 0.84 3.63
H: 0.94 -1.24 2.41
H: 3.14 -1.14 2.37
H: 3.07 0.56 1.97
H: 2.84 -1.77 0.02
H: 4.07 -0.51 0.04
H: 2.21 -0.26 -1.58
H: 3.02 1.80 -1.57
H: 3.19 1.75 0.16
H: 0.67 2.40 -1.46
H: 1.50 3.44 -0.30
H: -0.54 2.33 0.45
F: -5.59 1.10 -3.17
C: -4.78 0.76 -2.23
C: -3.40 0.63 -2.55
F: -3.00 0.84 -3.78
C: -2.55 0.28 -1.55
F: -1.23 0.10 -1.82
C: -2.99 0.05 -0.23
S: -1.89 -0.45 0.97
C: -4.37 0.17 0.05
F: -4.80 -0.06 1.26
C: -5.26 0.53 -0.94
F: -6.54 0.66 -0.70
Cl: -0.61 -5.61 -0.48
C: 0.71 -4.68 -1.16
Cl: 2.27 -5.15 -0.49
Cl: 0.72 -4.70 -2.92
C: 0.50 -3.28 -0.75
N: 0.36 -2.18 -0.42

Output
Net charge = +3
HOMO-LUMO gap (alpha / beta) = 0.2228 / 0.2228 Ha
Molecular weight = 662.95 g mol⁻¹
Energy above the lowest of the compared OMol25 structures with the same formula, charge and spin = 0.0 kcal per mole

=====

Q: Which formula does entry 3 have?
A: C14H15Cl3F5N4OsS

=====

Q: Which formula does entry 3 have?
A: C14H15Cl3F5N4OsS